Molecular formula: C20H38IMnO2P2
Method: DFT, the ωB97M-V functional and the def2-TZVPD basis

Computed properties:
LUMO level (spin up / spin down) (hartree): -0.2728 / -0.3302
Expectation value of S²: 6.101
E (hartree): -3065.97826
Energy above the lowest of the compared OMol25 structures with the same formula, charge and spin (kcal/mol): 93.91
Frontier orbital gap (spin up / spin down) (eV): 7.61 / 6.01

Structure (ORCA input):
```
! RIJCOSX wB97M-V def2-TZVPD def2/J DEFGRID3
* xyz 2 5
I -1.26 -1.82 0.07
Mn 2.10 -1.17 0.50
P 2.00 -0.70 -2.05
P 1.61 -1.90 2.58
O 1.47 1.81 1.17
O 0.16 0.62 -0.52
C -3.13 -0.14 2.29
C -2.65 0.26 -3.46
C -1.63 1.45 0.90
C 1.11 -0.59 3.77
C 3.07 -2.67 3.33
C -1.77 0.56 2.20
C -1.14 1.19 -0.40
C 3.88 -0.89 0.61
C -1.68 1.44 3.48
C 1.67 0.69 0.91
C -3.26 2.83 -0.31
C -2.71 2.36 0.90
C -1.46 2.40 -4.08
C -1.48 1.17 -3.15
C 3.59 -1.10 -2.79
C 1.67 1.02 -2.51
C -1.59 1.64 -1.65
C 0.75 -1.68 -2.95
C -2.71 2.46 -1.54
C 0.30 -3.17 2.81
H 4.29 -0.22 -0.15
H 1.05 -1.72 -4.00
H -3.26 2.72 -2.42
H 3.42 -3.46 2.65
H -0.95 -0.13 2.20
H 3.86 -1.92 3.45
H 0.98 -1.01 4.78
H -3.62 0.73 -3.31
H -1.32 2.07 -5.11
H -4.01 0.52 2.42
H 3.85 -2.12 -2.47
H -0.70 -2.70 2.78
H 1.86 0.20 3.78
H 4.36 -1.88 0.50
H 4.12 -0.50 1.61
H -1.71 0.78 4.35
H -2.50 2.16 3.64
H -2.58 -0.07 -4.49
H 2.32 1.67 -1.95
H 2.80 -3.11 4.31
H 1.68 1.17 -3.59
H 0.69 1.36 -2.21
H -3.25 2.48 1.80
H 0.16 -0.14 3.46
H -0.75 2.02 3.57
H -3.06 -0.80 3.15
H -2.37 3.02 -4.06
H 4.31 -0.37 -2.43
H -0.56 0.65 -3.33
H 0.45 -3.70 3.76
H 0.36 -3.88 1.98
H -0.26 -1.25 -2.86
H -3.27 -0.77 1.41
H 3.42 -1.04 -3.87
H -0.62 3.07 -3.86
H 0.70 -2.71 -2.55
H -4.16 3.43 -0.25
H -2.59 -0.62 -2.82
*
```